A molecular structure, C31H54N12SSe4Si4TeZr. Source: the Open Molecules 2025 dataset; level of theory: the ωB97M-V functional and the def2-TZVPD basis.

Last column: Mulliken charge in e.
Positions of all 108 atoms, in Å:
Zr  -1.1685  -2.6063  0.8686  -0.43
N  -5.5416  -0.9963  -0.5749  -0.41
C  -4.3525  -1.3628  0.0440  0.40
S  -3.3705  -2.5046  -0.7730  -0.21
N  -4.1239  -0.7612  1.1760  -1.72
N  -2.9520  -1.1799  1.7841  1.61
C  -2.8886  -0.9054  3.0338  -1.19
C  -1.8335  -1.5127  3.8310  1.16
C  -1.8841  -1.3957  5.1999  -1.54
C  -1.0466  -2.2932  5.9500  -0.50
C  -0.1667  -3.0873  5.3239  -1.30
C  0.0718  -2.9881  3.8425  1.35
N  -0.9807  -2.2622  3.1248  1.10
H  -5.8876  -1.6856  -1.2215  0.25
H  -6.2255  -0.6376  0.0748  0.24
H  -3.6915  -0.3453  3.5060  0.28
H  -2.6415  -0.7847  5.6678  0.39
H  -1.1617  -2.3577  7.0282  0.39
H  0.4542  -3.7720  5.8916  0.47
H  1.0552  -2.4892  3.6915  -0.57
Se  -3.2102  -4.2853  2.1646  -0.11
Se  -3.4617  -6.1767  0.7637  -0.26
Se  -1.2607  -6.5178  0.0938  -0.34
Se  -0.9230  -4.5712  -1.1867  -0.16
C  4.0060  2.1897  2.0101  -1.23
C  3.7700  2.0628  3.5118  0.68
C  2.8788  3.1875  4.0288  -1.51
C  3.2618  0.6607  3.8739  -1.11
N  2.1537  0.2170  3.0503  0.92
C  2.0456  -0.8874  2.3012  -1.16
N  0.8569  -0.9013  1.7513  1.28
N  0.2357  0.2079  2.1814  0.10
N  0.9799  0.8850  2.9704  -1.04
H  4.5455  3.1095  1.7826  0.55
H  3.0578  2.2191  1.4718  -0.07
H  4.5800  1.3508  1.6130  0.38
H  4.7384  2.1462  4.0226  0.38
H  1.8865  3.1369  3.5871  0.25
H  3.3184  4.1545  3.7770  0.41
H  2.7658  3.1400  5.1133  0.40
H  2.9719  0.5854  4.9246  0.41
H  4.0576  -0.0640  3.6923  0.37
H  2.8017  -1.6426  2.1639  0.28
N  0.9263  -6.1622  4.5023  -0.47
C  1.2926  -5.2109  3.5579  -0.05
C  0.1793  -4.3195  3.0696  0.02
N  0.3502  -3.9659  1.6632  0.49
C  1.6546  -3.8643  1.2856  -0.13
C  2.6987  -4.3301  2.0155  -0.87
N  2.5011  -5.1434  3.1497  -0.82
H  0.1363  -5.9219  5.0797  0.33
H  1.7101  -6.5651  4.9922  0.29
H  -0.7832  -4.8293  3.1851  0.12
H  1.8475  -3.4331  0.3080  0.45
H  3.7104  -4.2641  1.6369  0.47
C  -0.0894  2.4474  -5.8459  -1.02
Si  -0.1968  0.9619  -4.6769  0.68
C  1.5164  0.2067  -4.5921  -0.72
C  -1.3897  -0.3026  -5.3841  -1.18
Si  -0.9444  1.8068  -2.6326  0.11
Te  -1.4901  0.3221  -0.7002  -0.62
Si  -3.1764  2.5108  -2.9269  0.67
C  -3.3984  3.9179  -4.1731  -1.21
C  -4.2529  1.0887  -3.5121  -0.93
C  -3.8390  3.1228  -1.2737  -0.91
Si  0.3724  3.6319  -1.9703  0.77
C  0.1952  3.9040  -0.1174  -0.97
C  -0.1680  5.2143  -2.8555  -1.19
C  2.2053  3.4044  -2.3567  -0.90
H  0.1760  2.0962  -6.8473  0.39
H  0.6820  3.1472  -5.5232  0.21
H  -1.0276  2.9950  -5.9161  0.20
H  1.8220  -0.0941  -5.5989  0.50
H  1.5411  -0.6702  -3.9469  0.01
H  2.2534  0.9107  -4.2040  0.21
H  -0.9361  -0.7851  -6.2538  0.41
H  -2.3284  0.1555  -5.6976  0.26
H  -1.6268  -1.0732  -4.6502  0.34
H  -3.1260  3.6093  -5.1818  0.28
H  -2.8212  4.8073  -3.9259  0.26
H  -4.4569  4.1941  -4.1880  0.38
H  -4.1310  0.9081  -4.5809  0.33
H  -5.3013  1.3341  -3.3237  0.39
H  -4.0319  0.1670  -2.9745  0.12
H  -3.2852  3.9881  -0.9059  0.23
H  -3.8102  2.3488  -0.5066  0.23
H  -4.8852  3.4163  -1.4019  0.42
H  -0.7763  4.3389  0.1224  0.33
H  0.9728  4.5800  0.2475  0.32
H  0.2601  2.9630  0.4315  0.07
H  -1.1238  5.5734  -2.4718  0.26
H  -0.2700  5.0811  -3.9316  0.31
H  0.5804  5.9925  -2.6787  0.39
H  2.5836  2.4490  -1.9940  -0.10
H  2.7756  4.2089  -1.8833  0.40
H  2.3935  3.4419  -3.4307  0.26
N  -0.3205  -1.3707  -0.8705  -0.65
C  1.0145  -1.1435  -1.1642  1.25
C  1.7406  -2.2130  -1.7318  -1.14
C  3.0936  -2.1123  -1.9877  -0.34
C  3.7911  -0.9381  -1.7144  -1.64
C  3.0847  0.1357  -1.1939  -1.61
C  1.7242  0.0495  -0.9392  1.81
H  1.2133  -3.1383  -1.9292  0.01
H  3.6078  -2.9689  -2.4091  0.38
H  4.8524  -0.8592  -1.9139  0.34
H  3.6023  1.0665  -0.9768  0.40
H  1.2047  0.9023  -0.5133  0.15

Atoms 1-3, force components in eV/Å:
Zr -0.449 -0.731 0.118
N 0.040 0.101 0.018
C -0.063 0.021 -0.058

The molar mass is 1273.9 g/mol. Its charge is -2. As for the relative energy (zero: lowest compared OMol25 entry of this formula, charge and spin): 0.10 kcal/mol. Its total energy is -13347.96967 Ha. The spin multiplicity is 1.

2 unconnected molecules or ions with the total composition CH2FNO3 at a distorted geometry. Source: the Open Molecules 2025 dataset; level of theory: the ωB97M-V functional and the def2-TZVPD basis.

Last column: Mulliken charge in e.
Positions of all 8 atoms, in Å:
C  0.2943  -0.5572  0.0664  -0.23
N  0.3079  0.5954  0.9274  0.94
O  0.4858  0.1760  2.0605  -0.51
O  0.2015  1.7365  0.5837  -0.48
O  -1.3303  -0.2379  -1.1429  -0.27
F  -0.8307  0.2624  -2.2613  -0.07
H  -0.1353  -1.3459  0.4534  0.33
H  1.0067  -0.6293  -0.6872  0.29

Atoms 1-3, force components in eV/Å:
C -2.952 4.350 -4.432
N 0.170 -0.431 0.812
O 0.145 0.502 0.729

The molar mass is 95.0 g/mol. As for the relative energy (zero: lowest compared OMol25 entry of this formula, charge and spin): 71.86 kcal/mol. Its total energy is -419.30314 Ha. The spin multiplicity is 1.

Repeat the second record exactly.
2 unconnected molecules or ions with the total composition CH2FNO3 at a distorted geometry. Source: the Open Molecules 2025 dataset; level of theory: the ωB97M-V functional and the def2-TZVPD basis.

Last column: Mulliken charge in e.
Positions of all 8 atoms, in Å:
C  0.2943  -0.5572  0.0664  -0.23
N  0.3079  0.5954  0.9274  0.94
O  0.4858  0.1760  2.0605  -0.51
O  0.2015  1.7365  0.5837  -0.48
O  -1.3303  -0.2379  -1.1429  -0.27
F  -0.8307  0.2624  -2.2613  -0.07
H  -0.1353  -1.3459  0.4534  0.33
H  1.0067  -0.6293  -0.6872  0.29

Atoms 1-3, force components in eV/Å:
C -2.952 4.350 -4.432
N 0.170 -0.431 0.812
O 0.145 0.502 0.729

The molar mass is 95.0 g/mol. As for the relative energy (zero: lowest compared OMol25 entry of this formula, charge and spin): 71.86 kcal/mol. Its total energy is -419.30314 Ha. The spin multiplicity is 1.

> What is the formula in the first record?

C31H54N12SSe4Si4TeZr

> What is the spin multiplicity in the first record?

1